1.
A 4-piece molecular cluster, C32H72FNO9P3 overall in a non-equilibrium geometry. Source: the Open Molecules 2025 dataset; level of theory: ωB97M-V with the def2-TZVPD basis set.

Structure (XYZ):
```
118
Properties=species:S:1:pos:R:3:forces:R:3
C 1.67478 -2.90211 0.62275 -0.260 -0.167 0.020
C 1.48400 -1.59169 1.40889 0.882 -0.713 -0.653
O 2.32623 -0.58429 0.87626 -0.463 0.284 -0.044
C 0.01639 -1.13520 1.34154 -0.140 -0.242 1.125
O -0.11825 0.22325 0.88098 0.381 -0.086 -0.297
C -0.65559 0.48383 -0.26188 -0.289 0.122 0.113
N -1.60541 -0.21146 -0.79954 0.601 -0.371 -0.089
C -2.04424 0.25457 -2.12327 -0.109 -0.566 0.478
C -2.21565 -0.89559 -3.14944 0.149 0.063 0.191
C -2.24955 -2.32892 -2.59520 -0.269 0.040 -0.336
C -3.58417 -2.82937 -2.06702 0.237 -0.405 0.136
O -3.79894 -2.48670 -0.69152 0.090 0.626 -0.075
P -3.65552 1.28925 -1.80910 0.124 0.517 -0.655
C -5.04281 0.15962 -2.16132 -0.182 0.122 0.316
O -3.66194 1.28202 -0.15711 -0.202 -0.032 -0.006
C -0.81156 1.12588 -2.47443 0.348 1.183 0.254
F 0.20184 0.29016 -2.94124 -0.096 -0.308 -0.150
P -1.12414 2.22297 -3.95613 -0.421 -0.691 -0.989
O -1.19647 1.33838 -5.13650 0.156 -0.182 -0.193
C -0.22782 1.67122 -1.11943 -0.300 -0.720 0.439
C -0.91280 2.93766 -0.58213 -0.002 0.496 0.119
C -0.59144 4.22908 -1.34475 0.102 -0.095 -0.373
O -1.73627 4.62007 -2.09456 0.011 -0.320 0.002
C 1.31893 1.70574 -1.10217 -0.094 0.538 -0.302
P 2.11202 2.64292 0.22779 0.049 -0.500 0.294
O 1.55213 2.52198 1.57691 -0.242 0.122 0.105
O 2.18366 4.16455 -0.24598 -0.179 0.049 -0.147
O 3.60152 2.11281 0.07540 -0.027 0.087 0.016
H 1.55537 -3.78260 1.25542 -0.086 0.031 0.070
H 0.96160 -2.99250 -0.19861 0.061 0.058 -0.112
H 2.67124 -2.96150 0.18625 0.085 0.051 0.093
H 1.77584 -1.81211 2.43866 -0.221 0.354 0.172
H 3.19364 -0.96793 0.72868 0.139 -0.024 0.032
H -0.54112 -1.85821 0.74755 -0.128 0.303 -0.316
H -0.39983 -1.16140 2.34733 -0.127 0.167 -0.032
H -2.04222 -0.98823 -0.32072 -0.338 0.092 -0.125
H -1.39954 -0.85229 -3.86294 0.043 0.155 0.001
H -3.10844 -0.68348 -3.73354 0.011 -0.191 -0.099
H -1.48665 -2.49022 -1.82753 0.147 0.007 -0.076
H -1.96168 -2.97342 -3.42698 0.002 -0.044 -0.001
H -3.64612 -3.91500 -2.16908 0.043 -0.018 -0.015
H -4.40234 -2.41384 -2.64732 -0.121 0.045 0.146
H -3.11320 -2.91638 -0.17252 -0.147 -0.369 0.070
H -4.94379 -0.36098 -3.10717 -0.025 0.013 -0.049
H -5.22855 -0.54182 -1.34566 0.116 -0.189 -0.114
H -5.91257 0.81248 -2.24797 -0.041 -0.004 -0.030
H -4.46704 0.87401 0.18399 0.078 -0.060 0.183
H -0.07163 3.15340 -4.01064 -0.073 0.154 0.352
H -2.34866 2.86468 -3.77261 0.249 0.396 0.482
H -0.63401 3.07053 0.46394 0.062 -0.211 0.040
H -1.99374 2.82522 -0.59094 -0.061 0.035 0.030
H 0.25475 4.07982 -2.02081 0.102 0.047 0.103
H -0.30264 5.02415 -0.65865 -0.115 0.031 0.097
H -1.45011 5.11434 -2.86651 -0.006 0.282 0.010
H 1.68826 2.11730 -2.04376 0.054 -0.052 -0.026
H 1.71855 0.70012 -0.99876 0.044 -0.008 -0.104
H 1.76510 4.69433 0.44546 0.110 0.222 -0.005
H 4.04270 2.27500 0.92175 0.284 -0.114 -0.062
C 2.59074 -9.09230 3.10200 0.059 0.065 -0.019
C 3.13895 -8.09122 4.11468 -0.036 -0.088 0.001
C 2.13601 -7.71378 5.20384 0.019 0.041 0.017
C 0.86228 -7.03486 4.69782 -0.010 -0.041 -0.010
C 1.09636 -5.75647 3.89592 -0.037 0.085 0.035
C 1.78153 -4.64971 4.69319 -0.023 -0.027 -0.147
H 1.74091 -8.68722 2.54962 -0.015 -0.012 0.009
H 3.35372 -9.36450 2.37204 -0.005 -0.019 -0.003
H 2.26383 -10.00785 3.59825 -0.031 0.003 0.000
H 3.48485 -7.19424 3.59223 0.011 0.012 0.020
H 4.02162 -8.52033 4.59419 0.019 0.023 -0.007
H 2.63072 -7.06742 5.93395 -0.013 0.005 0.003
H 1.85041 -8.61647 5.75139 0.007 -0.011 -0.006
H 0.22629 -6.80210 5.55736 -0.001 0.018 -0.004
H 0.29114 -7.73715 4.08510 0.010 -0.009 0.001
H 0.12725 -5.38676 3.54447 0.001 -0.023 -0.028
H 1.68419 -5.97825 2.99958 -0.009 -0.033 -0.001
H 1.19676 -4.38918 5.57726 0.026 0.016 0.019
H 1.88904 -3.75024 4.08082 0.017 0.049 0.070
H 2.77962 -4.94243 5.01948 0.000 0.000 0.017
C -2.38415 0.52566 8.06717 0.031 0.067 -0.022
C -2.25371 1.13729 6.67564 -0.061 -0.045 0.048
C -2.00777 0.10365 5.57820 0.001 -0.003 -0.072
C -0.71314 -0.69735 5.73045 -0.002 0.007 0.046
C 0.56182 0.14335 5.78880 0.002 -0.058 -0.137
C 0.79826 0.96252 4.52494 0.050 0.012 0.091
H -1.46653 0.02373 8.37724 -0.003 -0.013 0.002
H -2.60061 1.29411 8.80929 -0.009 -0.009 0.013
H -3.19539 -0.20450 8.09769 0.014 -0.024 0.000
H -1.45403 1.88269 6.67610 0.005 0.002 -0.025
H -3.17280 1.67911 6.43906 0.013 0.024 -0.006
H -2.01368 0.61055 4.60719 0.017 -0.001 0.003
H -2.84903 -0.59712 5.55673 -0.005 0.007 0.018
H -0.63610 -1.39767 4.88808 0.023 -0.015 0.010
H -0.77105 -1.31961 6.62687 -0.022 -0.010 -0.006
H 1.40897 -0.53041 5.94313 0.018 0.019 0.031
H 0.54067 0.80613 6.65694 -0.030 -0.019 0.022
H 0.85002 0.31835 3.64308 0.003 0.034 -0.022
H 1.73972 1.50892 4.57513 -0.004 0.013 -0.032
H 0.00816 1.69523 4.35579 0.004 -0.007 -0.024
C -0.93882 5.89630 -7.05263 0.017 -0.059 -0.084
C 0.03508 4.72234 -7.10069 -0.138 0.067 0.157
C 1.25144 4.90503 -6.19467 0.058 -0.124 0.025
C 2.14939 6.09652 -6.52915 -0.058 0.053 -0.008
C 2.70488 6.09284 -7.95216 0.080 -0.031 0.025
C 3.59284 4.88994 -8.25614 -0.049 0.039 -0.039
H -0.48000 6.81936 -7.40826 0.003 0.014 0.026
H -1.81044 5.70393 -7.67860 -0.015 0.011 0.012
H -1.29518 6.07054 -6.03307 0.020 0.031 0.009
H 0.35241 4.55303 -8.13180 0.041 -0.017 0.009
H -0.49241 3.81270 -6.79564 0.031 -0.037 -0.060
H 1.84482 3.98578 -6.21743 0.010 0.007 0.020
H 0.90860 5.01640 -5.15582 -0.012 0.022 -0.012
H 2.98417 6.11255 -5.82145 0.011 -0.006 -0.010
H 1.59960 7.02717 -6.36394 -0.013 -0.007 0.000
H 3.28431 7.00768 -8.09546 -0.016 0.011 -0.021
H 1.88636 6.13636 -8.67549 -0.013 0.017 0.009
H 4.43350 4.84126 -7.56077 -0.007 -0.019 0.015
H 3.99965 4.95348 -9.26544 0.015 -0.010 0.002
H 3.04185 3.95056 -8.18626 0.007 -0.007 0.006
```
Forces are in eV/Å.

Results
- Highest occupied orbital energy: -11.8 eV
- Gap between HOMO and LUMO: 0.33701 hartree
- Charge: +1
- LUMO energy: -2.58 eV

2.
A 9-piece molecular cluster, C32H72N9O11 overall in a non-equilibrium geometry. Source: the Open Molecules 2025 dataset; level of theory: ωB97M-V with the def2-TZVPD basis set.

Structure (XYZ):
```
124
Properties=species:S:1:pos:R:3:forces:R:3
C 3.93822 -0.75070 0.63700 0.097 0.018 -0.200
C 2.81044 -1.46888 -0.08170 0.335 -0.108 0.176
O 1.99109 -0.52280 -0.69765 -0.050 -0.019 0.027
C 0.65853 -0.93765 -0.95374 0.085 0.216 -0.497
C -0.38456 0.12383 -0.54789 -0.045 -0.204 -0.024
C 0.28196 1.38584 0.06806 0.012 0.119 -0.554
O 0.27116 2.38014 -0.68109 -0.022 0.244 -0.132
O 0.76824 1.29068 1.20515 0.129 -0.206 1.006
N -1.40694 -0.50316 0.30741 0.100 0.127 -0.072
C -2.17459 0.47622 1.04888 -0.401 -0.120 0.256
C -2.30399 -1.33971 -0.50120 -0.108 -0.181 0.344
C -2.60895 -2.67401 0.17779 -0.268 0.154 -0.007
H 4.59170 -0.24953 -0.07999 -0.043 0.034 -0.029
H 3.53559 0.00704 1.30735 -0.069 -0.068 0.074
H 4.54513 -1.47546 1.18464 -0.014 0.044 0.104
H 2.25541 -2.08223 0.63830 -0.160 0.087 -0.013
H 3.25107 -2.16566 -0.81794 -0.124 -0.022 -0.058
H 0.44676 -1.89324 -0.47502 -0.029 0.030 0.178
H 0.57883 -1.10066 -2.03673 -0.003 -0.113 0.000
H -0.86857 0.47712 -1.46618 -0.061 0.120 -0.005
H -2.57380 1.28354 0.41572 0.064 0.052 -0.059
H -1.59348 0.91261 1.86020 0.213 0.104 -0.183
H -3.03837 -0.02110 1.50366 0.005 -0.076 -0.081
H -1.87858 -1.51754 -1.48933 0.182 -0.036 0.053
H -3.25590 -0.81423 -0.65586 0.017 0.061 -0.213
H -3.36259 -2.53177 0.95799 0.107 -0.013 0.118
H -1.70707 -3.08846 0.62404 0.029 -0.076 -0.091
H -3.03317 -3.38449 -0.53460 0.075 -0.054 -0.014
C -6.90519 0.87806 1.49106 -0.038 -0.093 0.013
O -6.28203 0.20565 0.69271 0.021 0.006 -0.005
N -6.41877 1.95430 2.13545 -0.028 0.174 0.041
C -7.21360 2.70635 3.08151 0.150 -0.027 -0.020
C -5.04375 2.36001 1.88084 -0.149 -0.136 -0.025
H -7.95216 0.65292 1.76210 0.009 0.013 0.009
H -7.31345 3.74565 2.75869 -0.028 0.009 0.022
H -6.75113 2.68742 4.07042 -0.044 -0.006 0.024
H -8.20618 2.26649 3.15635 -0.007 -0.018 0.004
H -4.90608 2.59263 0.82502 0.056 0.002 0.003
H -4.36546 1.54897 2.13608 0.075 0.036 0.010
H -4.80944 3.23555 2.48116 -0.024 0.013 0.017
C 1.18507 -4.37742 -2.36145 0.038 0.137 0.096
O 0.16539 -4.04230 -1.79116 -0.079 -0.187 0.022
N 1.44920 -4.11130 -3.65376 0.107 -0.044 -0.077
C 2.68028 -4.52105 -4.30634 -0.278 0.124 -0.001
C 0.45344 -3.37498 -4.41058 -0.011 -0.020 0.089
H 2.00081 -4.92081 -1.85373 -0.010 -0.027 -0.022
H 3.22569 -3.64225 -4.65977 0.074 -0.037 0.001
H 2.46513 -5.16543 -5.15835 0.123 -0.004 0.014
H 3.30673 -5.05959 -3.59789 -0.002 -0.002 0.024
H 0.27112 -2.40145 -3.95409 -0.017 0.007 -0.020
H -0.49178 -3.91960 -4.42848 -0.013 0.019 -0.019
H 0.81074 -3.23722 -5.42824 0.021 -0.009 -0.016
C 2.44236 -5.90385 -8.36631 -0.012 -0.071 0.060
O 2.91228 -6.00981 -7.24632 0.018 -0.037 -0.097
N 2.25216 -4.73940 -9.00412 0.006 0.073 -0.145
C 1.66430 -4.65409 -10.33045 0.112 -0.076 0.227
C 2.64614 -3.51000 -8.33682 0.004 -0.075 0.029
H 2.12439 -6.77942 -8.95782 -0.005 0.008 -0.002
H 2.36491 -4.19112 -11.02692 -0.044 0.014 -0.051
H 0.75960 -4.05518 -10.30409 -0.056 0.050 -0.102
H 1.42223 -5.65440 -10.68700 0.023 -0.022 0.024
H 3.71304 -3.52409 -8.11109 -0.002 0.020 0.015
H 2.10665 -3.39703 -7.39673 0.005 0.031 0.013
H 2.42051 -2.66738 -8.98520 -0.017 0.000 -0.016
C -4.73766 -0.97874 4.80645 -0.079 0.007 -0.095
O -5.69054 -0.44801 5.35211 -0.002 0.033 0.012
N -3.46702 -0.55617 4.90928 0.191 -0.109 0.001
C -2.36525 -1.21304 4.22163 -0.092 0.271 0.048
C -3.18627 0.61043 5.72562 -0.158 -0.062 -0.008
H -4.84592 -1.86504 4.15905 0.011 0.000 0.008
H -1.62314 -1.57228 4.93757 -0.009 -0.026 -0.003
H -1.89444 -0.50402 3.54097 0.135 -0.169 -0.057
H -2.74084 -2.05587 3.64572 -0.003 0.006 -0.036
H -3.50011 0.43197 6.75526 -0.009 0.052 0.007
H -3.73560 1.47654 5.35417 0.019 0.036 0.032
H -2.11963 0.82159 5.69756 0.017 -0.021 -0.043
C -0.78247 -1.58595 -12.18264 0.100 0.038 0.077
O 0.01787 -2.29682 -11.60223 -0.039 0.051 -0.070
N -2.04201 -1.95012 -12.47848 -0.128 0.007 -0.074
C -2.96028 -1.06659 -13.16761 0.016 -0.131 0.070
C -2.48872 -3.27602 -12.08443 0.091 0.047 0.023
H -0.53385 -0.56438 -12.51366 -0.004 -0.004 -0.010
H -3.83737 -0.86770 -12.54924 -0.015 0.035 -0.022
H -3.28835 -1.51281 -14.10847 -0.017 0.036 -0.017
H -2.46559 -0.12212 -13.38338 0.015 0.012 0.002
H -2.41527 -3.39591 -11.00340 -0.014 -0.023 0.003
H -1.86739 -4.04043 -12.55195 -0.015 -0.021 0.008
H -3.52206 -3.41093 -12.39295 -0.015 0.014 -0.010
C 2.33462 1.81666 5.73574 0.112 -0.173 -0.067
O 2.84672 1.79768 6.84782 0.010 0.017 0.000
N 2.07238 2.92060 5.02883 -0.185 0.217 -0.052
C 1.47409 2.88019 3.69847 0.078 -0.014 0.126
C 2.42648 4.21809 5.58848 0.113 -0.259 -0.011
H 2.03990 0.89213 5.21153 -0.007 0.026 -0.029
H 2.15414 3.32595 2.97335 -0.068 -0.050 -0.115
H 0.53896 3.44202 3.69091 -0.019 -0.010 -0.052
H 1.26782 1.86192 3.37731 0.038 0.022 -0.051
H 3.49706 4.26861 5.78282 -0.032 0.085 0.089
H 1.90228 4.39149 6.52987 0.016 0.045 0.009
H 2.15059 4.99115 4.87522 -0.036 0.001 -0.011
C 6.62196 4.66005 5.64975 -0.051 -0.090 0.039
O 5.63915 5.04330 6.25267 0.077 0.098 0.027
N 6.79809 4.79483 4.32115 0.081 0.018 -0.088
C 7.98431 4.31350 3.64654 -0.140 0.044 -0.021
C 5.74822 5.43602 3.54532 -0.009 -0.032 0.097
H 7.46228 4.14877 6.14997 0.013 0.023 -0.007
H 8.50596 5.13588 3.15168 0.036 -0.023 -0.008
H 7.72257 3.56422 2.89695 0.040 -0.015 -0.007
H 8.65726 3.85985 4.37146 0.003 -0.007 0.018
H 5.58106 6.45325 3.90099 -0.018 0.005 -0.016
H 4.81260 4.88588 3.64355 -0.013 0.007 -0.031
H 6.04096 5.46019 2.49892 0.013 -0.013 -0.012
C -2.09743 2.41972 9.00932 -0.065 -0.011 -0.093
O -3.02455 2.94773 9.59650 0.079 0.029 0.049
N -0.81845 2.82911 9.04004 0.015 -0.168 -0.085
C 0.21537 2.13165 8.28860 -0.085 0.282 0.302
C -0.46688 3.99391 9.82880 -0.083 -0.044 -0.024
H -2.22293 1.53355 8.36446 -0.115 -0.020 0.060
H 0.98745 1.76162 8.96232 0.089 -0.033 -0.100
H 0.67719 2.80395 7.57176 0.071 -0.029 -0.047
H -0.21870 1.28869 7.75493 -0.027 -0.002 0.000
H -0.71512 3.83250 10.87873 0.011 0.027 0.011
H -1.02037 4.86840 9.48417 0.012 0.021 0.017
H 0.60015 4.17876 9.73212 0.013 -0.009 -0.011
```
Forces are in eV/Å.

Results
- Highest occupied orbital energy: -4.5 eV
- Gap between HOMO and LUMO: 0.22017 hartree
- Charge: -1
- LUMO energy: 1.48 eV